1.
A structure of composition C21H44N5O12P2S2SbSi3Ti, computed with the ωB97M-V functional and the def2-TZVPD basis.

ORCA input file:
```
! RIJCOSX wB97M-V def2-TZVPD def2/J DEFGRID3
* xyz -2 3
Si 3.425 -0.412 -0.845
H -1.448 -4.283 1.924
H -2.973 -7.080 5.164
H -0.389 -2.564 0.535
O -0.754 -0.423 -1.346
N -4.217 -5.606 5.869
C -2.278 -2.864 3.325
Ti -0.179 0.472 0.433
H -2.983 -1.150 4.406
H 3.658 -0.695 -4.943
N -2.565 0.362 -2.500
H 5.512 3.432 -4.065
H -2.355 2.078 -1.463
H -5.522 2.219 2.176
C -4.538 1.862 1.876
O 2.988 2.933 1.552
O 1.784 2.895 3.763
S -4.548 1.240 0.181
C 4.537 -1.191 -2.165
O -1.594 3.263 2.848
C -0.928 -2.288 1.432
H -3.970 -0.914 1.099
H 4.418 2.338 -4.904
C 4.677 3.628 -1.147
C 4.541 0.159 0.548
C -2.389 -1.503 3.573
H -3.803 2.658 1.973
S -5.905 -3.748 6.837
C 4.883 2.541 -3.942
H 3.461 5.262 -3.676
H 2.333 -0.651 -6.115
C -2.537 -5.192 4.235
N -3.922 -3.427 4.991
O 0.613 3.565 1.550
H 3.587 3.312 2.207
C -1.740 -0.604 2.743
H 3.985 -1.898 -2.789
H 5.393 2.897 -0.775
C -4.519 -4.307 5.786
C -1.536 -3.247 2.217
C -2.936 -3.865 4.210
H 5.012 -0.461 -2.822
O -7.039 -4.381 6.182
H -1.720 -5.568 3.637
H 0.386 -1.978 -2.707
H 2.201 5.039 -2.454
H -4.741 -1.034 -0.475
O -5.877 -2.303 6.753
O 1.211 1.174 1.904
H 5.215 0.970 0.278
H -0.993 0.471 -4.292
H 3.955 0.466 1.414
O -1.232 2.277 0.492
Si 1.412 -0.050 -3.960
H 3.110 0.844 -5.615
C -1.939 -0.672 -1.782
P -0.994 3.375 1.511
C 2.361 -1.779 -0.117
H 5.538 1.706 -3.689
C -4.781 -0.522 0.485
C 1.059 -1.850 -3.552
H -3.571 0.253 -2.450
H 1.970 -1.480 0.861
H -1.061 4.836 -0.062
H 4.031 3.923 -0.320
Si 3.649 3.030 -2.599
H -5.736 -0.721 0.970
H -4.236 1.061 2.549
H 1.979 -2.414 -3.379
H 2.023 4.296 -4.040
H -1.799 0.467 2.918
H 5.146 -0.715 0.821
P 1.613 2.568 2.340
N -0.996 -0.979 1.693
C 2.746 4.544 -3.260
O -1.454 4.754 0.815
H 0.009 1.803 -4.882
H -2.374 2.225 -3.129
C -0.070 0.715 -4.823
C 2.780 -0.129 -5.260
H 5.235 4.504 -1.499
H -0.131 0.317 -5.842
Sb 1.845 1.358 -1.823
O -2.550 -1.733 -1.659
H 1.523 -2.067 -0.756
N -2.060 1.668 -2.347
H 5.329 -1.750 -1.653
O -5.574 -4.292 8.143
H 2.980 -2.668 0.045
H 0.574 -2.274 -4.440
C -3.230 -6.027 5.097
*
```

Summary:
HOMO (alpha / beta) = -1.9 / -3.9 eV
ΔE to the lowest compared entry with this formula, charge and spin = 24.4 kcal/mol
E_LUMO (alpha / beta) = 3.6 / 3.6 eV
Max |F| = 1.18 eV/Å
HOMO-LUMO gap (alpha / beta) = 5.497 / 7.453 eV

Löwdin atomic charge list, values in e, 6 entries:
1 Si 0.3000
2 H 0.1075
3 H 0.1012
4 H 0.1040
5 O -0.2548
6 N 0.1129



2.
A structure of composition C46H58N9O2Sn, computed with the ωB97M-V functional and the def2-TZVPD basis.

ORCA input file:
```
! RIJCOSX wB97M-V def2-TZVPD def2/J DEFGRID3
* xyz -1 1
C -3.939 -2.561 -4.164
C 5.934 0.286 -0.963
C 2.278 -0.587 3.837
H 8.033 0.060 -0.558
C 2.422 -5.102 -1.852
H 1.931 -7.097 -2.513
H -4.983 0.458 1.008
H 0.335 5.280 -1.173
C 0.380 6.490 2.515
H 7.675 1.066 -1.972
N -2.858 0.674 0.973
H -4.151 0.167 -0.543
H -3.020 -2.575 -4.737
H 0.603 1.740 5.491
C 1.557 -6.113 -2.254
H 0.847 8.523 2.006
C -3.330 -0.347 -3.268
C 2.660 1.092 -2.611
H -1.963 -3.977 0.881
N 0.883 2.122 4.597
C 3.850 -0.374 2.003
H -2.860 -2.483 -0.520
H 7.498 -0.686 -2.064
H -2.660 -1.233 3.212
H 0.504 6.707 0.378
H 4.622 -0.700 2.696
C 0.491 5.993 1.194
H 1.958 0.103 1.799
C 0.369 3.097 -3.490
H 2.503 2.113 3.288
H 5.230 0.938 -2.889
C -4.071 -1.487 0.808
H 2.709 -2.467 -0.051
H 0.160 5.924 4.545
H -1.074 4.437 -2.638
C -0.307 -4.575 -2.000
H -1.996 1.645 2.568
H 1.194 -0.660 3.922
C 0.489 4.656 0.871
H 3.886 0.537 4.718
C 3.153 0.330 -0.240
C 0.392 3.384 4.425
H 2.892 2.666 4.923
C -6.954 -4.657 -3.616
H -0.708 -2.968 2.944
C 0.609 3.650 1.929
H -2.777 1.588 0.547
N -2.814 -2.109 0.419
H -4.586 -4.460 -4.872
C -0.702 3.423 -2.439
C 0.198 -5.821 -2.323
N 2.611 -0.351 2.455
H -2.215 -4.249 -1.084
C 3.593 0.710 -1.565
H 3.949 -3.090 -1.172
N -7.739 -5.507 -3.694
C -1.924 -0.463 2.983
H -3.577 0.531 -2.683
O 0.745 2.447 1.726
H -1.462 -0.167 3.939
C 0.665 1.596 -3.669
C -6.329 -2.465 -2.734
H -0.269 1.034 -3.742
H -1.968 -3.357 -2.579
C 7.368 0.181 -1.412
Sn -0.380 -0.397 -0.683
C -4.080 0.028 0.535
H -7.279 -2.451 -2.212
H 6.310 -0.332 1.031
H 1.298 3.603 -3.204
N -0.949 -1.027 2.062
H -1.533 2.725 -2.562
N -0.259 3.329 -1.051
C -4.208 -1.400 -3.353
N 1.399 1.084 -2.535
H 2.740 -1.894 -1.709
H -0.736 8.318 2.757
C 0.479 4.184 3.307
H -5.747 -0.532 -2.077
H -0.041 -0.617 2.214
H -0.089 3.823 5.297
C -2.212 -3.030 1.365
C -6.028 -3.601 -3.521
H 2.491 0.326 5.777
C -2.637 0.781 2.399
H 0.719 8.218 3.747
N 0.081 -2.319 -1.223
H -2.292 -5.106 -2.630
C 0.559 -3.515 -1.557
C 4.199 -0.015 0.710
C -0.898 -2.474 1.973
C -1.780 -4.310 -2.087
C -4.810 -3.607 -4.242
C -5.471 -1.407 -2.657
C 0.297 5.584 3.523
O 1.951 0.245 0.113
H -4.924 -1.921 0.272
H 0.040 3.488 -4.455
H -0.080 -2.723 1.292
H 1.235 1.452 -4.598
C 1.959 -3.847 -1.502
C 5.557 -0.036 0.306
H 3.491 -5.299 -1.815
H -3.582 0.937 2.950
C 2.795 0.539 4.747
C 4.933 0.677 -1.878
C 2.907 -2.772 -1.085
H -2.916 -3.264 2.173
C 0.231 4.379 -0.541
H -2.412 -0.334 -3.840
H -0.490 -6.596 -2.652
H -4.241 -1.653 1.875
C 0.301 7.973 2.772
H 2.713 -1.536 4.161
H 3.134 1.428 -3.548
C 2.315 1.932 4.347
*
```

Summary:
HOMO = -2.2 eV
E_LUMO = 0.4 eV
Max |F| = 2.64 eV/Å
HOMO-LUMO gap = 2.645 eV

Löwdin atomic charge list, values in e, 6 entries:
1 C -0.1010
2 C -0.2775
3 C -0.1622
4 H 0.0702
5 C -0.1105
6 H 0.0727



3.
A cluster of 2 separate species, C3H4N2O in total, computed with the ωB97M-V functional and the def2-TZVPD basis.

ORCA input file:
```
! RIJCOSX wB97M-V def2-TZVPD def2/J DEFGRID3
* xyz 0 1
H 0.292 -2.351 0.761
C 0.839 -1.468 0.476
H -2.274 1.036 2.147
H -0.348 1.839 -1.313
O -1.629 0.446 1.733
C -1.186 1.000 0.621
H 2.413 -0.599 -1.879
N 1.188 -1.023 -0.569
N 1.469 -0.350 -1.574
C -0.764 1.469 -0.403
*
```

Summary:
HOMO = -8.9 eV
ΔE to the lowest compared entry with this formula, charge and spin = 141.9 kcal/mol
E_LUMO = 0.6 eV
Max |F| = 0.72 eV/Å
HOMO-LUMO gap = 9.484 eV

Löwdin atomic charge list, values in e, 6 entries:
1 H 0.0621
2 C 0.0861
3 H 0.1220
4 H 0.0203
5 O 0.0411
6 C -0.3057



4.
A structure of composition C14H4Cl5N2O5SSr, computed with the ωB97M-V functional and the def2-TZVPD basis.

ORCA input file:
```
! RIJCOSX wB97M-V def2-TZVPD def2/J DEFGRID3
* xyz -1 1
H 1.580 3.688 -3.649
C -0.328 1.775 -2.923
C -2.163 -0.913 2.800
C -3.633 -2.418 3.951
Cl -4.014 -3.205 5.353
C 2.667 1.502 -0.738
C -2.634 -1.328 1.529
Cl -5.568 -3.726 2.640
C 3.651 2.397 -1.262
H 4.234 0.035 1.607
O 2.003 0.090 1.067
O -0.465 2.559 -3.886
C 1.014 -2.767 -3.122
C 1.027 2.197 -2.266
H 4.645 2.232 -0.759
O -1.957 -1.030 0.454
Sr -0.027 -0.426 -0.580
H 3.990 3.926 -2.761
Cl -0.916 0.207 2.770
C 2.916 0.674 0.450
C -2.643 -1.407 4.007
O -0.980 0.761 -2.518
O 4.206 0.664 0.830
Cl -2.160 -0.728 5.488
C -4.288 -2.652 2.738
N 1.280 -2.036 -2.217
C -3.783 -2.108 1.535
C 1.936 3.180 -2.787
N 1.363 1.584 -1.122
S 0.429 -3.631 -4.394
C 3.240 3.271 -2.270
Cl -4.623 -2.367 0.036
*
```

Summary:
HOMO = -4.9 eV
E_LUMO = 1.1 eV
Max |F| = 3.20 eV/Å
HOMO-LUMO gap = 6.012 eV

Löwdin atomic charge list, values in e, 6 entries:
1 H 0.1021
2 C -0.6048
3 C -0.6500
4 C -0.7958
5 Cl 0.7087
6 C -0.1878



5.
A cluster of 2 separate species, C5H11N3 in total, computed with the ωB97M-V functional and the def2-TZVPD basis.

ORCA input file:
```
! RIJCOSX wB97M-V def2-TZVPD def2/J DEFGRID3
* xyz 0 1
H 1.121 -1.971 1.351
H -2.795 0.835 1.120
N -2.185 0.155 0.675
H 0.294 -0.932 -2.167
C 0.200 -1.426 1.218
C -0.047 -0.928 -0.032
H -2.183 -0.595 1.369
H -1.473 0.067 -1.164
N 1.991 0.663 -0.209
N -1.100 0.069 -0.218
H 2.622 0.509 0.567
C 1.101 1.562 -0.159
C 0.338 -1.614 -1.316
H -0.285 2.968 0.375
C 0.658 2.787 -0.111
H -0.524 -1.351 2.016
H -0.325 -2.448 -1.545
H 1.221 3.591 -0.551
H 1.370 -1.941 -1.219
*
```

Summary:
HOMO = -7.6 eV
ΔE to the lowest compared entry with this formula, charge and spin = 120.2 kcal/mol
SMILES string = C=C(C)NN.C=C=N
E_LUMO = 1.0 eV
Max |F| = 5.20 eV/Å
HOMO-LUMO gap = 8.604 eV

Löwdin atomic charge list, values in e, 6 entries:
1 H 0.0475
2 H 0.0802
3 N -0.0164
4 H 0.0727
5 C 0.0089
6 C -0.4293



6.
A structure of composition C15H26ClGdIN2O2P, computed with the ωB97M-V functional and the def2-TZVPD basis.

ORCA input file:
```
! RIJCOSX wB97M-V def2-TZVPD def2/J DEFGRID3
* xyz 2 8
H 0.181 0.520 -0.825
H -0.893 -3.450 -1.962
H -0.438 5.719 3.635
C -2.305 -2.203 -0.928
H -1.509 5.833 2.227
H 2.665 -4.639 -2.553
P 0.605 -5.132 -1.388
C -0.192 -6.783 -1.295
H 0.057 6.685 2.231
H 0.800 -5.335 1.026
C 0.206 4.522 1.980
C 1.508 -5.149 0.211
C -0.374 0.828 0.091
O -2.596 -1.059 -0.719
C -2.394 1.204 1.895
C -1.857 -2.923 -2.122
H 1.974 -4.165 0.355
H -0.640 -6.921 -0.304
H -0.987 -6.818 -2.051
H -3.280 1.288 2.524
C 0.138 3.229 -0.131
H 0.546 -7.569 -1.500
C -0.747 2.134 0.409
H -2.260 3.318 1.380
H -2.129 -0.934 2.272
C 2.283 5.531 -0.096
C 0.775 5.578 -0.183
N 0.077 4.462 0.509
H 0.388 6.487 0.285
N -0.690 -0.194 0.985
C 1.983 -5.498 -2.539
Gd 1.417 -0.585 0.862
H -0.242 3.628 2.427
C -1.788 -0.033 1.774
H 2.509 -6.405 -2.215
I -2.326 -3.873 0.387
H 2.695 6.379 -0.649
H 2.282 -5.929 0.189
C -1.840 2.318 1.254
Cl 1.670 -1.654 -1.353
C -0.460 5.771 2.541
H -1.660 -2.191 -2.922
H 0.463 5.546 -1.234
O 0.870 3.013 -1.103
H 1.277 4.529 2.252
H 2.631 5.590 0.941
H 2.652 4.609 -0.557
H 1.570 -5.640 -3.545
H -2.614 -3.637 -2.473
*
```

Summary:
HOMO (alpha / beta) = -14.2 / -13.3 eV
E_LUMO (alpha / beta) = -7.0 / -9.6 eV
Max |F| = 4.09 eV/Å
HOMO-LUMO gap (alpha / beta) = 7.181 / 3.668 eV

Löwdin atomic charge list, values in e, 6 entries:
1 H 0.0717
2 H -0.0425
3 H 0.0883
4 C -0.8275
5 H 0.0871
6 H 0.0526



7.
A cluster of 2 separate species, C4H6F3NS2 in total, computed with the ωB97M-V functional and the def2-TZVPD basis.

ORCA input file:
```
! RIJCOSX wB97M-V def2-TZVPD def2/J DEFGRID3
* xyz 0 3
H -2.085 2.288 -0.712
S -0.331 1.432 0.831
H -2.556 0.947 0.529
H -0.738 0.450 -2.024
S -0.989 -1.261 -0.275
F 2.600 -1.506 0.097
H 0.533 -1.969 1.861
H -2.502 0.044 -1.917
N 0.571 -0.978 1.885
F 2.257 -0.187 -1.697
H 1.384 -0.705 2.382
C 0.097 -0.325 0.806
C 2.125 -0.310 -0.372
F 3.005 0.589 0.109
C -1.532 0.217 -1.305
C -1.838 1.274 -0.197
*
```

Summary:
HOMO (alpha / beta) = -5.6 / -9.1 eV
E_LUMO (alpha / beta) = 0.6 / -1.5 eV
Max |F| = 4.57 eV/Å
HOMO-LUMO gap (alpha / beta) = 6.243 / 7.511 eV

Löwdin atomic charge list, values in e, 6 entries:
1 H 0.1109
2 S 0.8447
3 H 0.0459
4 H 0.0634
5 S 0.8468
6 F 0.0775



8.
A structure of composition C28H25GeNO5V, computed with the ωB97M-V functional and the def2-TZVPD basis.

ORCA input file:
```
! RIJCOSX wB97M-V def2-TZVPD def2/J DEFGRID3
* xyz 2 2
C 3.561 -3.855 2.655
C -0.922 2.930 1.246
O -0.670 1.596 -1.893
C 1.377 -2.174 2.326
C 3.740 -2.598 2.084
O 5.089 3.880 -2.420
N 4.048 4.491 -2.512
H 2.802 -0.777 1.486
H -1.670 -1.668 -4.022
C 1.210 -3.445 2.894
H 0.231 -3.777 3.220
C 1.805 0.243 -1.663
H 3.867 1.888 -2.080
C -1.025 1.558 1.400
C -4.290 -3.052 1.483
C 1.574 4.359 -2.449
C 1.706 1.623 -1.991
H 0.311 4.658 1.542
H 2.178 -5.252 3.512
H -4.829 -0.829 -3.123
H -4.513 0.904 -3.159
H 2.803 -0.190 -1.553
C 0.454 2.281 -2.074
H 4.727 -2.282 1.775
H -0.995 -3.594 0.976
H -1.747 3.493 0.829
H -0.565 4.143 -2.357
V -1.115 -0.149 -1.774
H -1.940 1.056 1.103
H 0.037 -1.212 -3.827
C 2.657 -1.757 1.926
C -3.014 -1.205 2.336
C -1.832 -1.833 1.920
C -0.881 -1.477 -3.302
O 0.829 -0.512 -1.465
C 0.237 3.583 1.647
C 0.037 0.826 1.951
C 0.397 3.655 -2.296
C 2.302 -4.277 3.061
O -2.913 -0.447 -1.214
O 3.924 5.676 -2.716
Ge -0.122 -1.051 2.131
C 2.896 2.361 -2.141
C -3.129 -3.683 1.057
H 2.015 0.961 2.820
H -3.181 -4.647 0.570
C -4.235 -1.819 2.126
H -3.730 -0.126 -4.368
H 1.567 5.425 -2.635
C 1.296 2.872 2.203
H -2.980 -0.251 2.849
C 1.199 1.501 2.356
H 4.413 -4.508 2.787
C -2.923 -0.183 -2.429
H 2.184 3.394 2.533
C -4.065 -0.080 -3.336
C -1.901 -3.084 1.285
H -0.697 -2.393 -2.718
C 2.803 3.705 -2.366
H -5.144 -1.347 2.470
H -5.249 -3.529 1.325
*
```

Summary:
HOMO (alpha / beta) = -15.0 / -15.2 eV
ΔE to the lowest compared entry with this formula, charge and spin = 18.1 kcal/mol
E_LUMO (alpha / beta) = -7.3 / -7.4 eV
Max |F| = 0.69 eV/Å
HOMO-LUMO gap (alpha / beta) = 7.734 / 7.756 eV

Löwdin atomic charge list, values in e, 6 entries:
1 C -0.0255
2 C -0.0561
3 O -0.1357
4 C -0.3118
5 C -0.0489
6 O 0.1087